[1]
64
Properties=species:S:1:pos:R:3:lowdin_charge:R:1 method="wB97M-V/def2-TZVPD" total_charge=+1 energy_ha=-4971.9557
C 6.08125 -2.34197 2.83614 -0.12
C 4.83719 -1.42161 2.20115 -0.58
Cl 5.36266 0.15046 1.36207 0.55
C 3.40352 -1.80820 2.24528 -0.54
Cl 3.03949 -3.46662 3.07896 0.55
C 2.12398 -0.96298 1.66757 -0.26
C 2.07132 0.61887 2.21597 -0.08
C 0.53615 1.13701 1.80010 -0.09
B 0.34001 2.77284 2.03196 -0.40
O -0.61515 3.27591 3.06419 0.04
O 1.06388 3.79866 1.25096 0.06
C 0.11605 0.76186 0.26464 -0.21
O -1.12781 -0.06750 0.31417 -0.13
C -2.02108 0.25594 -0.80944 -0.16
C -3.51958 -0.46910 -0.65116 -0.30
C -4.47177 0.00587 -1.94100 -0.10
C -4.31078 0.03876 0.69415 -0.17
C -3.91648 -0.75598 2.07270 -0.36
C -5.18828 -0.51707 3.13053 -0.12
C -3.82162 -2.40738 1.89304 -0.12
N 1.20322 0.13844 -0.57840 -0.03
C 2.22842 1.13128 -1.12462 -0.11
O 2.36295 0.98908 -2.60552 -0.03
C 2.66263 2.28221 -3.23927 -0.23
F 1.39666 3.04530 -3.50830 0.04
F 3.67475 3.10485 -2.53932 0.07
F 3.20949 1.94958 -4.60805 0.03
C 1.85122 -1.10343 0.05904 -0.50
Br 3.42639 -1.77729 -1.00873 0.78
H 5.75319 -2.98430 3.75665 0.07
H 6.53373 -2.98838 1.94458 0.11
H 6.95837 -1.62886 3.18318 0.09
H 1.16836 -1.45103 2.19572 0.16
H 2.18133 0.68994 3.38418 0.16
H 2.79708 1.32717 1.62224 0.09
H -0.21993 0.61755 2.56375 0.17
H -1.44608 3.50710 2.52135 0.13
H 0.44863 4.60274 1.24333 0.14
H -0.21770 1.78365 -0.25448 0.18
H -1.57101 -0.12974 -1.82142 0.13
H -2.25081 1.40258 -0.93955 0.14
H -3.41780 -1.63213 -0.75651 0.14
H -5.52407 -0.54879 -1.84362 0.10
H -4.64364 1.16264 -1.80032 0.09
H -3.96989 -0.28945 -2.95632 0.09
H -5.47711 -0.05683 0.55445 0.12
H -4.05994 1.19792 0.83057 0.13
H -2.97052 -0.28942 2.58924 0.12
H -5.64262 -1.57971 3.42727 0.08
H -6.07709 0.08001 2.64596 0.08
H -4.83812 -0.03174 4.14076 0.08
H -2.78452 -2.66773 1.37458 0.08
H -3.97768 -2.95770 2.91494 0.08
H -4.67199 -2.73048 1.12026 0.10
H 0.71318 -0.24502 -1.44312 0.20
H 3.25487 1.11830 -0.55869 0.14
H 1.79231 2.23179 -0.96862 0.17
H 1.02331 -1.95531 -0.07043 0.16
C 1.81488 -0.40422 -6.65481 -0.07
C 0.92378 -1.16083 -5.75951 -0.27
N 0.21971 -1.75854 -5.05204 0.11
H 1.26512 0.34512 -7.23409 0.09
H 2.59382 0.12611 -6.09679 0.06
H 2.32017 -1.06017 -7.37153 0.09



[2]
15
Properties=species:S:1:pos:R:3:lowdin_charge:R:1 method="wB97M-V/def2-TZVPD" smiles="CCN(C)C=O" e_above_lowest_kj_mol=132.7 energy_ha=-287.7819
C -1.58386 -0.95429 -0.40816 -0.10
C -0.61422 -0.49465 0.63036 -0.23
N 0.55649 0.24373 0.05614 -0.17
C 0.49639 1.59538 -0.08600 -0.14
C 1.76459 -0.43519 -0.04996 -0.30
O 1.99870 -1.63357 -0.03548 0.02
H -1.08909 -1.59661 -1.22773 0.11
H -2.28016 -1.70772 0.12448 0.10
H -2.13082 -0.08789 -0.82558 0.07
H -0.24786 -1.37879 1.14173 0.10
H -1.04256 0.04854 1.49425 0.13
H 1.51655 1.93160 -0.39316 0.09
H -0.14476 2.02125 -0.89198 0.10
H 0.26485 2.20949 0.84988 0.11
H 2.53577 0.23873 -0.37880 0.12



[3]
81
Properties=species:S:1:pos:R:3:lowdin_charge:R:1 method="wB97M-V/def2-TZVPD" total_charge=+1 e_above_lowest_kj_mol=92.1 energy_ha=-11409.6643
Sc -0.58799 0.09644 0.42682 0.43
Se -1.96164 2.36114 0.89204 0.46
P -2.55553 2.09611 -1.19958 0.26
Se -1.60797 0.29367 -1.99659 0.45
C -4.36417 1.91804 -1.32517 -0.40
C -4.96218 0.91971 -2.08119 -0.10
C -6.34163 0.89054 -2.19395 -0.06
C -7.11140 1.85949 -1.57261 -0.06
C -6.50596 2.86064 -0.82808 -0.06
C -5.13133 2.89391 -0.70087 -0.10
C -2.23049 3.61399 -2.14400 -0.39
C -1.92750 4.80683 -1.50287 -0.11
C -1.90475 5.97747 -2.23987 -0.06
C -2.19365 5.95446 -3.59519 -0.06
C -2.46123 4.75352 -4.23578 -0.06
C -2.47789 3.57562 -3.51238 -0.09
H -4.36016 0.17047 -2.58039 0.07
H -6.80939 0.12198 -2.78808 0.11
H -8.18398 1.84179 -1.67290 0.11
H -7.09670 3.62978 -0.35954 0.11
H -4.63913 3.66050 -0.11705 0.10
H -1.71024 4.81993 -0.44193 0.06
H -1.66551 6.90945 -1.75179 0.11
H -2.18812 6.87578 -4.15818 0.11
H -2.66589 4.74229 -5.29564 0.11
H -2.67528 2.62779 -3.99491 0.10
F 4.14227 -2.49054 -3.50054 0.12
C 2.82554 -2.62498 -3.63282 -0.21
C 2.00763 -2.20876 -2.59932 -0.10
C 0.65182 -2.42240 -2.73645 -0.22
F -0.13059 -2.08260 -1.66258 -0.08
C 0.07738 -2.99530 -3.85679 -0.13
F -1.23800 -3.17541 -3.92807 0.13
C 0.91896 -3.39448 -4.89618 -0.12
F 0.40548 -3.94977 -5.98434 0.15
C 2.29806 -3.21464 -4.78159 -0.12
F 3.10105 -3.61174 -5.75959 0.15
Ge 2.58676 -1.47795 -0.81497 0.73
S 1.81959 0.40433 -0.12556 0.31
C 4.54812 -1.36005 -0.61873 -0.15
C 5.22351 -0.53671 -1.49923 -0.24
F 4.49691 0.02605 -2.47172 0.09
C 6.58026 -0.27708 -1.35968 -0.13
F 7.21251 0.53914 -2.19404 0.14
C 7.27470 -0.86809 -0.30185 -0.12
F 8.56682 -0.61666 -0.13748 0.15
C 6.60636 -1.69231 0.60353 -0.13
F 7.26123 -2.23468 1.62724 0.13
C 5.24371 -1.90579 0.43990 -0.21
F 4.54772 -2.62223 1.34102 0.09
C 1.86404 -3.09306 0.19276 -0.11
C 2.56262 -4.28264 0.07686 -0.22
F 3.65970 -4.26873 -0.68124 0.11
C 2.15042 -5.45770 0.69441 -0.12
F 2.84416 -6.57821 0.56317 0.15
C 0.98209 -5.44783 1.46039 -0.12
F 0.57515 -6.54980 2.06974 0.16
C 0.23029 -4.27850 1.55098 -0.13
F -0.90938 -4.23119 2.23953 0.13
C 0.68537 -3.14362 0.89967 -0.17
F -0.12594 -2.01323 0.93697 -0.05
C 0.84262 -0.04905 5.73024 -0.03
N 0.78943 0.20029 4.30155 -0.12
C 1.91520 -0.33338 3.56103 -0.03
C -0.36171 0.48390 3.65754 -0.43
O -0.55232 0.05635 2.46754 -0.18
N -1.30017 1.20776 4.29568 -0.13
C -1.01150 2.25827 5.25052 -0.03
C -2.70316 1.07868 3.97211 -0.06
H 1.18613 -1.07277 5.88786 0.10
H -0.14375 0.04713 6.16902 0.09
H 1.53369 0.62900 6.23134 0.10
H 2.83218 -0.09064 4.09966 0.11
H 1.95654 0.11874 2.56526 0.03
H 1.85002 -1.42432 3.46158 0.10
H 0.05184 2.46952 5.28588 0.10
H -1.37686 2.00509 6.24630 0.10
H -1.53705 3.16255 4.93183 0.10
H -2.84978 0.23328 3.30025 0.09
H -3.09653 1.98454 3.50292 0.05
H -3.25143 0.90089 4.89816 0.10